(1)
# C22H26BrN3O3

An isolated molecule of C22H26BrN3O3 (wB97M-V/def2-TZVPD, the Open Molecules 2025 dataset).

Results
- Orbital gap: 0.3034 Eh
- HOMO energy: -0.28219 Eh
- Relative energy (zero: lowest compared OMol25 entry of this formula, charge and spin): 0.0 kJ/mol
- SMILES string: CCCC(=O)N1CCN(c2ccc(NC(=O)COc3ccc(Br)cc3)cc2)CC1
- Strongest force on any atom: 0.6 eV Å⁻¹
- LUMO level: 0.58 eV

Last column: Mulliken charge in e.
Positions of all 55 atoms, in Å:
C 3.50856 4.94213 5.18544  -1.029
C 4.25329 3.81480 5.88905  -0.428
C 3.76993 2.42074 5.46851  -0.596
C 4.16828 2.14117 4.03062  0.661
O 5.30363 1.78534 3.76950  -0.693
N 3.26087 2.34612 3.04166  0.346
C 1.85131 2.63268 3.14941  -0.768
C 1.05207 1.41782 2.66478  -0.940
N 1.41156 1.11829 1.29542  0.276
C 0.48611 0.50142 0.46178  0.339
C -0.81417 1.00993 0.36902  -0.449
C -1.74676 0.46259 -0.48496  -0.773
C -1.40537 -0.61786 -1.29273  0.799
N -2.30289 -1.21885 -2.18579  -0.102
C -3.58465 -0.89698 -2.44519  0.165
O -4.22351 0.00249 -1.94381  -0.686
C -4.23878 -1.79993 -3.50275  -0.217
O -3.36644 -2.83357 -3.90349  -0.203
C -3.79546 -3.73413 -4.83212  0.513
C -2.88643 -4.74189 -5.16125  -0.392
C -3.21326 -5.70617 -6.08995  -0.493
C -4.45828 -5.66666 -6.69796  0.004
Br -4.91776 -6.99537 -7.98263  -0.201
C -5.36968 -4.67666 -6.38411  -0.616
C -5.04081 -3.70844 -5.45049  -0.350
C -0.11448 -1.12920 -1.21696  -0.973
C 0.81468 -0.58456 -0.35380  -0.409
C 2.82236 0.82382 1.17091  -0.795
C 3.62641 2.02573 1.67671  -1.295
H 3.63541 4.87336 4.10782  0.242
H 2.44503 4.90789 5.41483  0.246
H 3.89373 5.90491 5.51312  0.391
H 4.12774 3.91755 6.96930  0.348
H 5.31918 3.88851 5.66615  0.296
H 2.70179 2.31540 5.64861  0.310
H 4.29362 1.67969 6.07576  0.345
H 1.57012 2.88408 4.16859  0.473
H 1.62280 3.48939 2.50416  0.206
H -0.01496 1.62024 2.73782  0.485
H 1.28750 0.55971 3.31825  0.170
H -1.09919 1.86534 0.96177  0.400
H -2.74019 0.87447 -0.54003  0.525
H -1.93519 -2.00765 -2.70338  0.053
H -4.51300 -1.16086 -4.35303  0.376
H -5.16039 -2.20486 -3.06493  0.370
H -1.92410 -4.75266 -4.67465  0.395
H -2.50867 -6.48354 -6.34113  0.404
H -6.33612 -4.65518 -6.86351  0.397
H -5.76493 -2.94444 -5.21860  0.386
H 0.16465 -1.97193 -1.83444  0.332
H 1.79770 -1.02570 -0.30957  0.415
H 3.10717 -0.06913 1.75049  0.343
H 3.06710 0.66264 0.12099  0.577
H 3.41870 2.89412 1.04250  0.344
H 4.69418 1.80388 1.65832  0.479

---

(2)
# CH12O5

A cluster of 5 separate species, CH12O5 in total in a non-equilibrium geometry (wB97M-V/def2-TZVPD, the Open Molecules 2025 dataset).

Results
- Orbital gap: 0.2450 Eh
- HOMO energy: -0.25458 Eh
- Relative energy (zero: lowest compared OMol25 entry of this formula, charge and spin): 285.6 kJ/mol
- Strongest force on any atom: 5.2 eV Å⁻¹
- LUMO level: -0.26 eV

Last column: Mulliken charge in e.
Positions of all 18 atoms, in Å:
O 0.49526 0.98119 0.24474  -0.280
H 0.59312 0.03211 0.13854  0.317
H -0.00765 1.30893 -0.50444  0.420
H 0.14472 1.18036 1.11598  0.482
C 0.31705 -2.50684 0.46359  -0.406
O 1.20952 -1.52299 0.12169  -0.971
H 0.30396 -3.25245 -0.33139  0.169
H 0.64193 -3.05785 1.34617  0.135
H -0.55258 -1.86140 0.58710  0.174
O 1.69711 -0.96857 -2.67874  -0.672
H 1.66455 -1.22386 -1.75679  0.389
H 2.56399 -0.57798 -2.78913  0.295
O -1.09575 1.60961 2.27886  -0.660
H -1.00296 1.44567 3.21734  0.309
H -1.96649 1.27644 2.06197  0.328
O -1.48732 2.24750 -0.85194  -0.667
H -1.79460 3.13699 -1.02690  0.298
H -1.72392 1.75315 -1.63672  0.341

---

(3)
# C14H14Cl2N2O3S

An isolated molecule of C14H14Cl2N2O3S in a non-equilibrium geometry (wB97M-V/def2-TZVPD, the Open Molecules 2025 dataset).

Results
- Orbital gap: 0.3150 Eh
- HOMO energy: -0.31374 Eh
- SMILES string: CCCCOC(=O)CSc1nnc(-c2ccc(Cl)cc2Cl)o1
- Strongest force on any atom: 1.9 eV Å⁻¹
- LUMO level: 0.03 eV

Last column: Mulliken charge in e.
Positions of all 36 atoms, in Å:
C -0.29548 -3.98513 0.00672  -1.407
C -0.07310 -2.47724 0.01581  0.040
C -0.70270 -1.77358 -1.18717  -0.551
C -2.22556 -1.70725 -1.11311  -0.610
O -2.66340 -0.89345 -0.01654  -0.400
C -2.78390 0.40927 -0.24687  0.676
O -2.55658 0.95569 -1.28875  -0.567
C -3.27236 1.10795 1.01455  -0.555
S -3.27057 2.91661 0.80739  -0.169
C -1.60787 3.13364 0.41211  0.566
N -1.05466 4.20768 -0.05954  -0.831
N 0.24877 3.93678 -0.19954  -0.150
C 0.44984 2.71625 0.19120  0.749
C 1.67906 1.96289 0.24025  -0.245
C 1.67748 0.69388 0.82562  -0.301
C 2.82740 -0.06115 0.90502  -0.840
C 4.00930 0.45179 0.38566  0.430
Cl 5.45381 -0.47840 0.47399  -0.213
C 4.04179 1.70592 -0.20226  -0.683
C 2.88269 2.46422 -0.27426  0.382
Cl 2.95085 4.01003 -1.00171  -0.180
O -0.71616 2.13860 0.61276  -0.181
H 0.21766 -4.44447 0.84808  0.389
H -1.35160 -4.23005 0.08361  0.338
H 0.09374 -4.42099 -0.91063  0.332
H 1.00018 -2.27827 0.00440  0.121
H -0.48530 -2.05483 0.93470  0.257
H -0.43008 -2.29689 -2.10476  0.454
H -0.31871 -0.75318 -1.25807  0.216
H -2.62776 -1.28943 -2.04108  0.345
H -2.66116 -2.68964 -0.92832  0.396
H -4.30705 0.82689 1.20976  0.415
H -2.65953 0.82281 1.86978  0.320
H 0.75352 0.30675 1.22613  0.572
H 2.81667 -1.03453 1.36835  0.443
H 4.96076 2.10082 -0.60329  0.447

---

(4)
# FHS2

A cluster of 2 separate species, FHS2 in total in a non-equilibrium geometry (wB97M-V/def2-TZVPD, the Open Molecules 2025 dataset).

Results
- Orbital gap: 0.3023 Eh
- HOMO energy: -0.38433 Eh
- Relative energy (zero: lowest compared OMol25 entry of this formula, charge and spin): 141.8 kJ/mol
- Strongest force on any atom: 3.6 eV Å⁻¹
- LUMO level: -2.23 eV

Last column: Mulliken charge in e.
Positions of all 4 atoms, in Å:
F -1.70522 1.15422 2.36448  -0.506
S -0.76603 -0.89803 0.30393  0.005
S -2.26950 0.23565 0.44457  0.290
H 0.31915 0.03190 -0.35897  0.211

---

(5)
# C5H16NO

A cluster of 2 separate species, C5H16NO in total in a non-equilibrium geometry (wB97M-V/def2-TZVPD, the Open Molecules 2025 dataset).

Results
- Orbital gap: 0.4135 Eh
- HOMO energy: -0.53927 Eh
- Relative energy (zero: lowest compared OMol25 entry of this formula, charge and spin): 81.1 kJ/mol
- Strongest force on any atom: 1.9 eV Å⁻¹
- Total charge: +1
- LUMO level: -3.42 eV

Last column: Mulliken charge in e.
Positions of all 23 atoms, in Å:
C 0.71253 -0.95610 0.91107  -0.574
C 0.48179 0.49833 0.54367  -0.947
C 0.44126 0.73757 -0.95886  0.950
C 1.61107 0.10324 -1.68154  -1.491
C 0.37583 2.22928 -1.20819  -1.642
N -0.62365 -1.74965 0.67172  -0.256
H 1.42454 -1.60427 0.39716  0.456
H 0.85075 -1.15458 1.98462  0.341
H -0.37068 0.89668 1.09711  0.505
H 1.34647 1.02671 0.94922  0.346
H -0.46696 0.32113 -1.41101  0.168
H 1.47725 -0.95197 -2.00061  0.362
H 1.65783 0.58834 -2.66735  0.409
H 2.62235 0.18885 -1.21156  0.294
H -0.47477 2.70108 -0.70648  0.373
H 0.30125 2.53272 -2.25352  0.399
H 1.37938 2.57380 -0.92334  0.393
H -0.49713 -2.62814 1.17858  0.390
H -0.94101 -2.08112 -0.23696  0.342
H -1.35564 -1.17878 1.11952  0.228
H -3.52715 -0.30550 2.75645  0.325
H -3.47329 -1.25638 1.64083  0.311
O -2.95204 -0.53125 2.00947  -0.683

---

(6)
# C9H9AuO6

A structure of composition C9H9AuO6 in a non-equilibrium geometry (wB97M-V/def2-TZVPD, the Open Molecules 2025 dataset).

Results
- <S²>: 2.015
- Orbital gap (spin up / spin down): 0.2508 / 0.2735 Eh
- HOMO energy (spin up / spin down): -0.56632 / -0.67724 Eh
- Relative energy (zero: lowest compared OMol25 entry of this formula, charge and spin): 89.3 kJ/mol
- Multiplicity: 3
- Strongest force on any atom: 8.8 eV Å⁻¹
- Total charge: +2
- LUMO level (spin up / spin down): -8.59 / -10.99 eV

Last column: Löwdin spin population.
Positions of all 25 atoms, in Å:
O 0.94950 3.42795 -3.04162  0.019
C 0.67723 2.59274 -2.27853  0.122
Au -0.02043 1.24963 -1.00496  0.669
O 3.10790 0.22156 -0.55366  0.006
C 2.02515 0.54942 -0.69456  0.050
C -2.04927 1.77618 -1.18950  0.247
O -2.88317 1.28580 -0.51915  0.188
C -0.38366 -0.11770 -2.48124  0.150
O -0.60027 -0.78225 -3.38096  0.030
C 0.03836 2.52953 0.57239  0.152
O 0.05561 3.34410 1.37144  0.030
H -2.06963 2.56301 -2.00600  0.063
C 0.83185 -1.57859 1.89432  0.005
C -0.20831 -2.45175 1.20573  0.008
C -0.40624 -1.71255 -0.06336  0.007
O -0.51937 -0.35322 0.50446  0.230
C 0.23074 -0.22684 1.77891  0.010
H 1.00921 -1.80190 2.92720  0.001
H 1.77480 -1.61558 1.34586  0.000
H -1.13821 -2.44771 1.77741  0.000
H 0.12181 -3.44656 1.00014  0.003
H 0.47195 -1.75057 -0.73255  0.002
H -1.34306 -1.87551 -0.62534  0.002
H -0.61760 0.00388 2.42951  0.003
H 0.94511 0.61694 1.76405  0.003